1.
The following is a DFT calculation (ωB97M-V with the def2-TZVPD basis set) of 6 unconnected molecules or ions with the total composition C27H63F3N9O12P3 in a non-equilibrium geometry.

maximum force: 2.2 eV/Å
relative energy (zero: lowest compared OMol25 entry of this formula, charge and spin): 7.98 kcal/mol
SMILES: CN(C)P(=O)(N(C)C)N(C)C.CN(C)P(=O)(N(C)C)N(C)C.CN(C)P(=O)(N(C)C)N(C)C.O=C1OC[C@@H](F)O1.O=C1OC[C@@H](F)O1.O=C1OC[C@@H](F)O1

```
! wB97M-V def2-TZVPD RIJCOSX def2/J DEFGRID3
* xyz 0 1
C 2.37 -0.48 -0.40
C 2.08 -1.40 -1.58
O 0.71 -1.64 -1.46
C 0.23 -1.17 -0.28
O -0.91 -1.20 0.04
O 1.24 -0.63 0.45
F 2.80 -2.57 -1.51
H 2.64 0.53 -0.68
H 3.22 -0.96 0.09
H 2.30 -0.97 -2.55
C 6.03 2.45 -2.24
C 5.49 1.22 -2.96
O 4.69 1.82 -3.92
C 4.14 2.94 -3.33
O 3.20 3.51 -3.76
O 4.88 3.29 -2.26
F 4.69 0.53 -2.09
H 6.80 2.90 -2.87
H 6.40 2.28 -1.23
H 6.26 0.59 -3.40
C 8.20 -2.28 -0.86
C 8.91 -2.25 0.49
O 8.08 -1.50 1.30
C 6.84 -1.40 0.74
O 5.85 -1.07 1.28
O 6.89 -1.81 -0.56
F 10.09 -1.53 0.38
H 8.17 -3.27 -1.31
H 8.65 -1.61 -1.59
H 9.25 -3.21 0.85
O -2.35 3.12 -5.90
P -2.14 3.33 -4.46
N -1.56 4.85 -4.13
C -1.33 5.74 -5.26
C -0.68 5.11 -3.00
N -1.08 2.30 -3.70
C -1.44 1.22 -2.81
C 0.20 2.17 -4.35
N -3.58 3.16 -3.66
C -4.67 2.40 -4.26
C -3.79 3.52 -2.29
H -2.16 5.83 -5.95
H -0.40 5.45 -5.77
H -1.16 6.76 -4.89
H -1.05 4.61 -2.11
H -0.62 6.18 -2.82
H 0.33 4.76 -3.23
H -2.25 1.49 -2.15
H -1.78 0.34 -3.39
H -0.58 0.86 -2.24
H 0.62 3.13 -4.66
H 0.99 1.67 -3.76
H 0.15 1.53 -5.24
H -4.60 1.33 -4.00
H -5.62 2.74 -3.85
H -4.67 2.46 -5.35
H -4.78 3.96 -2.14
H -3.07 4.27 -1.97
H -3.74 2.65 -1.62
O -1.80 -6.51 -0.22
P -1.38 -6.19 1.15
N 0.06 -5.42 1.21
C 0.65 -5.00 2.49
C 0.97 -5.21 0.12
N -1.33 -7.56 2.10
C -1.11 -7.46 3.55
C -2.13 -8.71 1.69
N -2.41 -5.16 1.97
C -3.77 -5.62 2.19
C -2.35 -3.77 1.53
H 1.24 -4.09 2.33
H 1.38 -5.75 2.81
H -0.12 -4.82 3.23
H 0.49 -5.38 -0.85
H 1.87 -5.84 0.14
H 1.28 -4.16 0.09
H -0.08 -7.72 3.79
H -1.40 -6.47 3.91
H -1.72 -8.19 4.06
H -3.20 -8.49 1.69
H -1.79 -9.13 0.75
H -1.98 -9.50 2.42
H -3.83 -6.49 2.84
H -4.35 -4.81 2.64
H -4.27 -5.87 1.24
H -3.04 -3.13 2.09
H -2.59 -3.58 0.47
H -1.34 -3.41 1.69
O -2.03 4.53 1.56
P -1.89 3.52 2.63
N -2.52 4.09 4.06
C -3.63 5.03 3.95
C -2.63 3.22 5.21
N -0.35 3.07 3.04
C 0.44 3.85 3.97
C 0.39 2.36 2.02
N -2.61 2.08 2.25
C -2.26 0.81 2.90
C -3.70 2.05 1.29
H -3.94 5.44 4.90
H -4.47 4.57 3.41
H -3.33 5.82 3.26
H -3.34 2.39 5.01
H -3.02 3.70 6.11
H -1.69 2.69 5.38
H 0.91 3.22 4.73
H 1.22 4.45 3.49
H -0.19 4.55 4.51
H 0.66 3.00 1.17
H 1.30 1.99 2.50
H -0.15 1.54 1.56
H -1.50 0.28 2.32
H -1.97 0.93 3.94
H -3.15 0.17 2.87
H -4.67 2.29 1.73
H -3.70 1.04 0.86
H -3.49 2.69 0.44
*
```

2.
The following is a DFT calculation (ωB97M-V with the def2-TZVPD basis set) of 8 unconnected molecules or ions with the total composition C28H43ClN2O24 in a non-equilibrium geometry.

maximum force: 4.0 eV/Å
DFT total energy: -94376.0627 eV
SMILES: C[C@@H](Cl)COC(=O)NC[C@H](O)CN.O=C1OCCO1.O=C1OCCO1.O=C1OCCO1.O=C1OCCO1.O=C1OCCO1.O=C1OCCO1.O=C1OCCO1

```
! wB97M-V def2-TZVPD RIJCOSX def2/J DEFGRID3
* xyz 0 1
C 4.00 -3.49 -1.39
C 3.21 -2.34 -0.83
Cl 4.03 -0.75 -1.09
C 1.86 -2.17 -1.51
O 1.09 -3.35 -1.46
C -0.13 -3.18 -1.98
O -0.41 -2.22 -2.58
N -1.04 -4.20 -1.78
C -1.98 -3.91 -0.69
C -3.45 -3.81 -1.15
O -3.70 -4.58 -2.30
C -3.92 -2.36 -1.34
N -5.32 -2.20 -0.86
H 5.06 -3.37 -1.24
H 3.84 -3.48 -2.47
H 3.66 -4.44 -1.03
H 3.09 -2.41 0.24
H 1.33 -1.38 -0.98
H 2.05 -1.80 -2.51
H -0.61 -5.11 -1.70
H -1.72 -2.96 -0.23
H -1.93 -4.66 0.10
H -4.08 -4.22 -0.38
H -3.56 -4.05 -3.09
H -3.89 -2.10 -2.40
H -3.30 -1.66 -0.79
H -5.86 -1.91 -1.66
H -5.35 -1.42 -0.21
C 6.94 0.33 2.33
C 6.36 -0.79 3.17
O 5.94 -1.73 2.18
C 6.68 -1.51 1.06
O 6.69 -2.23 0.11
O 7.40 -0.36 1.17
H 7.77 0.84 2.83
H 6.20 1.06 2.04
H 7.10 -1.26 3.82
H 5.51 -0.46 3.77
C 7.71 5.28 1.93
C 7.79 3.77 1.77
O 6.68 3.32 2.56
C 5.78 4.34 2.63
O 4.68 4.23 3.07
O 6.31 5.49 2.14
H 8.05 5.81 1.05
H 8.25 5.64 2.80
H 7.65 3.45 0.74
H 8.72 3.36 2.15
C -8.72 0.89 -1.26
C -9.92 0.52 -2.09
O -9.31 -0.18 -3.19
C -8.11 -0.66 -2.77
O -7.44 -1.42 -3.38
O -7.79 -0.15 -1.56
H -8.94 0.91 -0.20
H -8.29 1.85 -1.55
H -10.60 -0.16 -1.57
H -10.48 1.38 -2.44
C 0.73 2.68 -1.27
C 0.80 1.19 -1.47
O -0.30 0.72 -0.68
C -1.19 1.73 -0.56
O -2.28 1.62 -0.10
O -0.67 2.90 -1.02
H 1.06 3.24 -2.14
H 1.29 3.02 -0.40
H 0.63 0.90 -2.51
H 1.73 0.76 -1.13
C -13.06 0.23 1.42
C -12.45 0.97 2.60
O -11.28 1.55 2.02
C -11.48 1.66 0.69
O -10.76 2.26 -0.06
O -12.60 1.00 0.31
H -14.14 0.20 1.46
H -12.67 -0.79 1.33
H -13.10 1.77 2.97
H -12.19 0.32 3.42
C 4.97 7.83 4.19
C 4.11 9.05 3.95
O 4.30 9.80 5.15
C 5.48 9.42 5.70
O 6.01 9.97 6.61
O 5.98 8.32 5.07
H 5.40 7.43 3.28
H 4.42 7.03 4.69
H 4.47 9.65 3.10
H 3.06 8.81 3.80
C 4.33 -8.24 -3.99
C 3.53 -6.99 -4.26
O 3.72 -6.23 -3.07
C 4.88 -6.64 -2.48
O 5.40 -6.11 -1.57
O 5.35 -7.76 -3.10
H 4.78 -8.66 -4.89
H 3.75 -9.01 -3.48
H 3.92 -6.41 -5.11
H 2.47 -7.19 -4.43
*
```

3.
The following is a DFT calculation (ωB97M-V with the def2-TZVPD basis set) of a molecular structure, C36H42BrCuN2O2 in a non-equilibrium geometry.

maximum force: 1.0 eV/Å
DFT total energy: -159773.2154 eV
<S²>: 0.783

```
! wB97M-V def2-TZVPD RIJCOSX def2/J DEFGRID3
* xyz -1 2
Cu -0.10 0.13 -0.70
C 1.67 0.98 -0.16
C 0.70 2.03 -0.27
C 0.25 2.28 1.11
C 0.97 1.42 1.94
C 1.86 0.63 1.19
C 2.86 -0.37 1.72
C 2.17 -1.62 2.27
C 3.81 -0.81 0.60
C 3.69 0.29 2.83
C -0.93 3.09 1.62
C -1.19 2.76 3.10
C -0.72 4.62 1.57
C -2.19 2.72 0.85
C 0.91 3.09 -1.37
C 1.69 2.50 -2.56
C 1.78 4.22 -0.79
C -0.38 3.65 -1.96
H 2.34 0.68 -0.94
H 0.86 1.33 3.00
H 1.55 -2.07 1.50
H 1.54 -1.36 3.12
H 2.90 -2.35 2.60
H 3.26 -1.27 -0.22
H 4.53 -1.53 0.97
H 4.36 0.05 0.21
H 3.06 0.58 3.66
H 4.20 1.17 2.45
H 4.44 -0.41 3.20
H -0.36 3.06 3.73
H -1.38 1.70 3.22
H -2.08 3.30 3.44
H 0.19 4.90 2.10
H -1.56 5.12 2.05
H -0.67 5.00 0.56
H -2.38 1.65 0.91
H -2.10 2.97 -0.20
H -3.06 3.25 1.25
H 2.68 2.16 -2.27
H 1.82 3.26 -3.33
H 1.15 1.67 -2.98
H 2.77 3.84 -0.56
H 1.36 4.62 0.12
H 1.89 5.04 -1.51
H -1.04 2.84 -2.28
H -0.16 4.26 -2.84
H -0.92 4.28 -1.26
Br 2.36 -1.11 -3.67
C 0.61 -0.54 -4.11
C 0.26 -0.36 -5.43
C -1.04 0.03 -5.69
C -1.92 0.19 -4.63
C -1.45 -0.02 -3.33
N -0.19 -0.35 -3.09
C -2.43 0.04 -2.15
O -3.61 -0.11 -2.44
O -1.96 0.23 -1.00
H 0.97 -0.54 -6.22
H -1.37 0.21 -6.71
H -2.95 0.46 -4.77
N -0.01 -1.78 -0.61
C -0.70 -2.56 0.08
C -1.59 -2.22 1.23
C -1.22 -1.22 2.12
C -1.94 -1.02 3.28
C -3.08 -1.77 3.53
C -3.51 -2.70 2.59
C -2.76 -2.94 1.46
C -0.61 -4.03 -0.17
C -0.65 -4.51 -1.47
C -0.55 -5.87 -1.72
C -0.40 -6.76 -0.67
C -0.36 -6.28 0.63
C -0.47 -4.93 0.88
H -0.35 -0.62 1.90
H -1.62 -0.29 4.00
H -3.63 -1.63 4.45
H -4.42 -3.25 2.76
H -3.08 -3.70 0.75
H -0.77 -3.80 -2.28
H -0.60 -6.24 -2.73
H -0.32 -7.82 -0.86
H -0.25 -6.98 1.46
H -0.44 -4.56 1.90
*
```

4.
The following is a DFT calculation (ωB97M-V with the def2-TZVPD basis set) of 2 unconnected molecules or ions with the total composition C3H8NO in a non-equilibrium geometry.

maximum force: 2.3 eV/Å
relative energy (zero: lowest compared OMol25 entry of this formula, charge and spin): 51.20 kcal/mol

```
! wB97M-V def2-TZVPD RIJCOSX def2/J DEFGRID3
* xyz 1 1
C -1.26 0.28 0.18
C -1.91 0.90 1.19
C 0.34 -1.54 -0.30
N -0.31 -0.71 0.45
H -1.62 0.33 -0.84
H -1.29 0.98 2.09
H -2.96 1.09 1.05
H 0.58 -2.53 0.07
H 0.62 -1.18 -1.28
H -0.09 -0.67 1.45
H 2.79 1.67 -1.05
H 2.71 0.51 -1.94
O 2.31 0.82 -1.12
*
```

5.
The following is a DFT calculation (ωB97M-V with the def2-TZVPD basis set) of 10 unconnected molecules or ions with the total composition C37H65F12NO13 in a non-equilibrium geometry.

maximum force: 1.7 eV/Å
relative energy (zero: lowest compared OMol25 entry of this formula, charge and spin): 0.00 kcal/mol
SMILES: CCOC(=O)C(F)(F)F.CCOC(=O)C(F)(F)F.CCOC(=O)C(F)(F)F.CCOC(=O)C(F)(F)F.CCN(CC)CC.CC(C)=O.CC(C)=O.CC(C)=O.CC(C)=O.CC(C)=O

```
! wB97M-V def2-TZVPD RIJCOSX def2/J DEFGRID3
* xyz 0 1
C 7.48 -23.36 -17.91
C 7.72 -22.24 -16.89
N 8.90 -22.28 -16.03
C 8.86 -23.35 -15.05
C 7.71 -23.15 -14.03
C 10.12 -22.35 -16.86
C 10.50 -21.00 -17.49
H 7.38 -24.35 -17.47
H 8.26 -23.33 -18.67
H 6.58 -23.02 -18.41
H 7.85 -21.32 -17.48
H 6.80 -22.01 -16.34
H 8.71 -24.38 -15.42
H 9.80 -23.39 -14.50
H 7.77 -22.16 -13.58
H 6.76 -23.31 -14.52
H 7.86 -23.88 -13.23
H 10.04 -23.16 -17.60
H 10.94 -22.72 -16.24
H 10.31 -20.23 -16.75
H 9.91 -20.86 -18.40
H 11.56 -21.08 -17.73
C 6.64 -14.33 -16.82
C 5.51 -15.26 -16.34
O 4.32 -14.51 -16.10
C 3.48 -14.45 -17.14
O 3.75 -14.80 -18.24
C 2.20 -13.65 -16.81
F 1.16 -14.47 -17.04
F 2.12 -13.25 -15.54
F 2.09 -12.59 -17.61
H 6.45 -13.66 -17.66
H 7.50 -14.96 -17.04
H 6.90 -13.69 -15.98
H 5.84 -15.62 -15.36
H 5.36 -16.15 -16.94
C 9.53 -13.01 -12.47
C 8.80 -13.74 -11.32
O 7.40 -13.58 -11.63
C 6.53 -14.58 -11.52
O 6.82 -15.67 -11.12
C 5.08 -14.16 -11.83
F 4.59 -14.92 -12.82
F 4.33 -14.32 -10.74
F 4.99 -12.88 -12.22
H 10.59 -13.28 -12.43
H 9.38 -11.94 -12.41
H 9.07 -13.36 -13.39
H 8.94 -13.24 -10.35
H 9.16 -14.76 -11.22
C 8.17 -20.27 -11.02
C 7.69 -18.83 -11.12
O 6.33 -18.69 -10.69
C 5.34 -18.74 -11.57
O 5.42 -18.95 -12.74
C 3.97 -18.48 -10.96
F 4.00 -18.34 -9.63
F 3.52 -17.32 -11.48
F 3.08 -19.43 -11.22
H 7.99 -20.89 -11.90
H 7.59 -20.69 -10.19
H 9.21 -20.32 -10.69
H 7.86 -18.37 -12.09
H 8.31 -18.28 -10.41
C 14.41 -17.85 -10.75
C 12.89 -17.95 -10.85
O 12.62 -19.09 -11.69
C 11.45 -19.16 -12.30
O 10.59 -18.34 -12.24
C 11.36 -20.45 -13.15
F 12.41 -21.24 -12.96
F 10.27 -21.15 -12.78
F 11.22 -20.12 -14.43
H 14.85 -18.82 -10.53
H 14.66 -17.03 -10.08
H 14.84 -17.52 -11.70
H 12.44 -17.08 -11.31
H 12.46 -18.21 -9.88
C 13.52 -14.14 -14.96
C 13.00 -14.88 -13.72
O 13.68 -14.93 -12.72
C 11.69 -15.57 -13.79
H 12.98 -13.20 -15.04
H 13.26 -14.74 -15.83
H 14.58 -13.97 -14.82
H 11.13 -15.49 -12.86
H 11.93 -16.63 -13.96
H 11.07 -15.26 -14.63
C 4.99 -17.87 -20.58
C 5.08 -18.94 -19.51
O 5.47 -18.68 -18.40
C 4.63 -20.34 -19.85
H 6.00 -17.81 -21.00
H 4.78 -16.93 -20.08
H 4.39 -18.14 -21.45
H 4.35 -20.82 -18.91
H 5.38 -20.96 -20.34
H 3.72 -20.38 -20.45
C 8.24 -16.83 -14.45
C 8.11 -17.62 -15.71
O 8.50 -17.19 -16.77
C 7.48 -18.99 -15.65
H 7.26 -16.58 -14.02
H 8.60 -15.83 -14.70
H 8.93 -17.31 -13.76
H 8.01 -19.58 -16.40
H 6.46 -18.92 -16.00
H 7.69 -19.42 -14.68
C 1.78 -16.60 -14.26
C 2.30 -17.96 -14.68
O 1.70 -18.96 -14.38
C 3.69 -18.02 -15.28
H 0.71 -16.65 -14.09
H 2.00 -15.90 -15.07
H 2.30 -16.27 -13.36
H 4.24 -17.17 -14.88
H 3.71 -17.88 -16.37
H 4.19 -18.95 -15.03
C 8.43 -15.55 -19.90
C 9.26 -16.69 -20.45
O 10.04 -16.52 -21.36
C 9.01 -18.07 -19.90
H 8.94 -14.63 -20.17
H 8.34 -15.63 -18.82
H 7.46 -15.63 -20.39
H 9.41 -18.12 -18.88
H 9.57 -18.84 -20.43
H 7.96 -18.35 -19.90
*
```

Question: Look up the maximum force of the third one.
Answer: 1.0 eV/Å

Repeat the fourth record exactly.
The following is a DFT calculation (ωB97M-V with the def2-TZVPD basis set) of 2 unconnected molecules or ions with the total composition C3H8NO in a non-equilibrium geometry.

maximum force: 2.3 eV/Å
relative energy (zero: lowest compared OMol25 entry of this formula, charge and spin): 51.20 kcal/mol

```
! wB97M-V def2-TZVPD RIJCOSX def2/J DEFGRID3
* xyz 1 1
C -1.26 0.28 0.18
C -1.91 0.90 1.19
C 0.34 -1.54 -0.30
N -0.31 -0.71 0.45
H -1.62 0.33 -0.84
H -1.29 0.98 2.09
H -2.96 1.09 1.05
H 0.58 -2.53 0.07
H 0.62 -1.18 -1.28
H -0.09 -0.67 1.45
H 2.79 1.67 -1.05
H 2.71 0.51 -1.94
O 2.31 0.82 -1.12
*
```

Question: Look up the maximum force of the fifth one.
Answer: 1.7 eV/Å

Question: Which of these has the highest maximum force?
Answer: C28H43ClN2O24